{
  "formula": "C7H10",
  "method": "ωB97M-V/def2-TZVPD",
  "orbital_gap_ev": 10.1,
  "multiplicity": 1,
  "homo_ev": -9.090,
  "de_lowest_kcal_mol": 110.5,
  "smiles": "C#CC=C.C=CC",
  "species": ["C", "C", "C", "C", "H", "H", "H", "H", "C", "C", "C", "H", "H", "H", "H", "H", "H"],
  "coordinates": [[-1.4963, 2.5720, 0.5026], [-1.4931, 1.3739, 0.4199], [-1.3787, -0.0276, 0.2329], [-1.9195, -0.9304, -0.5742], [-1.3067, 3.5312, 0.8871], [-1.0154, -0.5610, 1.0380], [-1.8568, -1.9452, -0.4205], [-2.4896, -0.6312, -1.4454], [1.2521, 0.8745, -0.6642], [1.3176, -0.4117, -0.5233], [1.6378, -1.3177, 0.6309], [0.9116, 1.3005, -1.5854], [1.6795, 1.3506, 0.2336], [0.9117, -0.8231, -1.4852], [1.2174, -2.2447, 0.6224], [1.3642, -0.7371, 1.5129], [2.6642, -1.3730, 0.6179]]
}


{
  "formula": "C7H10",
  "method": "ωB97M-V/def2-TZVPD",
  "orbital_gap_ev": 11.2,
  "multiplicity": 1,
  "homo_ev": -9.983,
  "de_lowest_kcal_mol": 55.4,
  "smiles": "C1[C@@H]2C[C@@H]3[C@H]1C[C@H]23",
  "species": ["C", "C", "C", "C", "C", "C", "C", "H", "H", "H", "H", "H", "H", "H", "H", "H", "H"],
  "coordinates": [[-0.9556, -0.2371, -0.9953], [0.5339, -0.6883, -0.8257], [0.4636, -1.5527, 0.4829], [0.1568, -0.2154, 1.1554], [-0.9954, 0.5206, 0.3207], [0.0342, 1.6287, 0.0205], [1.0440, 0.4940, 0.0904], [-1.4058, 0.5638, -1.6237], [-1.6301, -1.0796, -1.1640], [1.1140, -1.0742, -1.6689], [-0.2501, -2.3803, 0.5703], [1.4610, -1.9190, 0.7787], [0.2835, -0.0180, 2.2243], [-2.0397, 0.8224, 0.4642], [-0.0969, 2.1866, -0.9133], [0.1602, 2.3079, 0.8688], [2.1223, 0.6407, 0.2147]]
}


{
  "formula": "C7H10",
  "method": "ωB97M-V/def2-TZVPD",
  "orbital_gap_ev": 10.3,
  "multiplicity": 1,
  "homo_ev": -9.305,
  "de_lowest_kcal_mol": 76.8,
  "smiles": "C#CC=C.C=CC",
  "species": ["C", "C", "C", "C", "H", "H", "H", "H", "C", "C", "C", "H", "H", "H", "H", "H", "H"],
  "coordinates": [[4.7558, 1.9700, -0.5790], [4.3252, 1.0590, 0.0746], [3.8156, 0.0003, 0.8560], [3.6864, -1.2422, 0.4063], [5.1328, 2.7634, -1.1525], [3.5299, 0.2666, 1.8666], [3.9688, -1.5107, -0.5982], [3.2937, -2.0287, 1.0277], [-2.8421, -1.2796, -0.3126], [-3.6012, -0.3791, 0.2820], [-4.1841, 0.8168, -0.3930], [-2.4413, -2.1288, 0.2141], [-2.5875, -1.2041, -1.3575], [-3.8409, -0.4783, 1.3336], [-3.9050, 0.8470, -1.4433], [-5.2710, 0.7999, -0.3163], [-3.8349, 1.7285, 0.0913]]
}